DFT (ωB97M-V with the def2-TZVPD basis set) results for the molecule C16H14Cl2N2O4S.

Atoms and positions in Å:
1 C 3.81 0.61 -0.65
2 C 2.49 -0.06 -0.89
3 C 2.32 -1.42 -0.59
4 Cl 3.63 -2.33 0.06
5 C 1.11 -2.03 -0.82
6 N 0.07 -1.38 -1.31
7 C 0.17 -0.09 -1.59
8 N -0.92 0.58 -2.10
9 C -2.21 0.19 -2.30
10 O -2.96 0.91 -2.92
11 C -2.65 -1.13 -1.70
12 O -2.42 -1.11 -0.30
13 C -2.12 -2.27 0.29
14 O -2.09 -3.33 -0.29
15 C -1.88 -2.11 1.77
16 C -1.65 -0.67 2.21
17 C -0.26 -0.19 1.84
18 O 0.70 -0.94 1.82
19 C -0.11 1.23 1.55
20 C 1.08 1.92 1.57
21 C 0.92 3.28 1.24
22 C -0.38 3.60 0.97
23 S -1.43 2.27 1.12
24 C 1.39 0.59 -1.41
25 Cl 1.48 2.27 -1.85
26 H 3.73 1.68 -0.78
27 H 4.55 0.22 -1.35
28 H 4.16 0.38 0.35
29 H 0.94 -3.08 -0.61
30 H -0.71 1.52 -2.44
31 H -3.72 -1.26 -1.89
32 H -2.09 -1.97 -2.14
33 H -1.02 -2.72 2.04
34 H -2.75 -2.53 2.28
35 H -1.72 -0.61 3.30
36 H -2.41 -0.01 1.79
37 H 2.01 1.46 1.82
38 H 1.73 3.99 1.21
39 H -0.77 4.56 0.69

Values from the calculation:
net charge: 0
HOMO: -8.6 eV
2S+1: 1
lowest unoccupied orbital energy: -0.0057 Ha

Löwdin charges, unit e, in atom order: atom 1 (C): -0.077, atom 2 (C): -0.301, atom 3 (C): -0.617, atom 4 (Cl): 0.740, atom 5 (C): -0.140, atom 6 (N): 0.146, atom 7 (C): -0.311, atom 8 (N): 0.149, atom 9 (C): -0.419, atom 10 (O): 0.096, atom 11 (C): -0.068, atom 12 (O): -0.014, atom 13 (C): -0.500, atom 14 (O): 0.118, atom 15 (C): -0.062, atom 16 (C): -0.123, atom 17 (C): -0.410, atom 18 (O): 0.094, atom 19 (C): -0.447, atom 20 (C): -0.117, atom 21 (C): -0.203, atom 22 (C): -0.401, atom 23 (S): 1.078, atom 24 (C): -0.499, atom 25 (Cl): 0.788, atom 26 (H): 0.048, atom 27 (H): 0.094, atom 28 (H): 0.075, atom 29 (H): 0.123, atom 30 (H): 0.104, atom 31 (H): 0.146, atom 32 (H): 0.129, atom 33 (H): 0.130, atom 34 (H): 0.133, atom 35 (H): 0.139, atom 36 (H): 0.080, atom 37 (H): 0.122, atom 38 (H): 0.107, atom 39 (H): 0.067